106
Properties=species:S:1:pos:R:3:forces:R:3:lowdin_charge:R:1 method="wB97M-V/def2-TZVPD" homo_lumo_gap_ev=5.3 multiplicity=1 charge=-1 e_lumo_ev=1.697 fmax_ev_per_a=3.1 molar_mass_g_mol=801.4
C 2.613 3.242 1.635 0.255 -0.215 0.361 -0.12
C 2.227 1.874 2.314 0.615 0.895 -1.168 -0.21
C 1.294 1.067 1.351 -0.227 -0.195 1.652 -0.21
N 1.980 0.013 0.594 -0.894 1.321 -0.487 0.04
C 2.822 0.498 -0.509 1.252 -2.880 0.226 -0.39
C 2.306 1.585 -1.490 0.479 1.140 0.259 -0.14
O 1.390 1.120 -2.478 -0.001 -0.281 0.949 -0.24
C 0.149 0.675 -1.942 -0.658 -0.561 -0.960 -0.09
O 4.070 0.754 0.103 -0.910 1.659 -0.397 0.00
B 4.813 -0.469 0.403 0.633 -0.193 -1.464 -1.06
C 6.379 0.033 0.416 0.785 -0.211 -0.317 -0.10
C 7.206 -0.370 -0.821 0.531 0.612 0.098 -0.39
C 8.140 0.746 -1.425 -1.017 0.095 0.861 -0.06
N 7.206 -1.532 -1.355 0.154 0.810 0.369 0.13
P 4.484 -1.394 2.091 -1.789 -0.047 1.981 0.64
O 3.125 -2.422 1.854 1.378 0.445 -0.379 -0.42
Br 6.177 -2.920 2.465 -0.055 -0.072 -0.447 0.11
O 4.350 -1.411 -0.644 -0.830 0.308 -0.548 -0.08
C 3.218 -0.869 -1.283 0.093 -0.556 -0.828 -0.24
P 3.805 -0.723 -3.053 1.694 0.573 -1.200 0.65
O 4.607 0.510 -3.392 -1.465 -1.423 0.167 -0.31
O 4.816 -2.031 -3.334 -1.943 1.411 0.167 -0.16
O 2.493 -0.979 -4.064 1.398 -0.261 1.196 -0.18
H 3.308 3.835 2.275 -0.569 -0.262 -0.269 0.06
H 3.174 3.065 0.693 -0.419 0.002 0.556 0.06
H 1.708 3.847 1.408 0.509 -0.260 0.154 0.07
H 3.184 1.338 2.461 -0.653 -0.021 0.099 0.08
H 1.750 2.043 3.299 0.117 -0.111 -0.647 0.07
H 0.711 1.790 0.745 0.250 -0.374 0.085 0.09
H 0.550 0.553 1.999 0.398 0.221 -0.509 0.11
H 1.292 -0.665 0.288 0.083 0.081 -0.062 0.10
H 3.170 2.002 -2.049 -0.359 -0.564 0.362 0.12
H 1.848 2.463 -0.975 0.181 -0.687 0.036 0.11
H -0.558 0.599 -2.801 0.506 0.121 0.420 0.10
H -0.320 1.359 -1.216 0.548 -0.300 -0.079 0.07
H 0.227 -0.363 -1.547 -0.037 0.729 0.084 0.08
H 6.941 -0.301 1.319 -0.221 0.069 -0.511 0.06
H 6.347 1.145 0.471 0.045 -0.704 -0.041 0.09
H 7.875 1.713 -0.946 0.199 -0.454 -0.539 0.06
H 7.937 0.799 -2.510 0.373 0.040 0.459 0.07
H 9.204 0.562 -1.177 -0.505 -0.139 -0.346 0.07
H 7.855 -1.454 -2.147 -0.169 -0.440 0.009 0.04
H 2.952 -2.838 2.699 -0.084 0.008 0.249 0.00
H 2.384 -1.611 -1.299 0.277 0.459 0.179 0.13
H 4.564 -2.765 -2.762 0.243 -0.068 0.308 0.06
H 2.522 -0.331 -4.773 0.038 0.242 -0.035 0.06
C 0.387 -0.483 6.934 -0.057 -0.083 0.092 -0.02
C 1.078 0.384 5.913 0.104 0.061 -0.527 -0.54
O 0.903 0.242 4.717 -0.246 -0.178 0.227 0.05
N 1.922 1.352 6.366 -0.207 -0.131 0.221 0.01
C 2.264 1.680 7.734 0.208 0.233 -0.481 -0.08
H -0.246 -1.201 6.418 0.073 0.085 -0.097 0.08
H 1.123 -1.032 7.525 -0.073 0.064 0.119 0.08
H -0.240 0.126 7.588 0.082 -0.069 0.119 0.08
H 2.347 1.888 5.625 0.055 -0.054 -0.007 0.13
H 1.992 2.721 7.926 0.026 -0.041 0.240 0.08
H 3.342 1.569 7.864 -0.036 0.005 0.235 0.08
H 1.750 1.039 8.444 -0.016 -0.017 -0.078 0.07
C -2.458 -1.660 0.727 0.169 -0.114 -0.016 0.00
C -2.642 -0.177 0.541 0.129 0.393 -0.016 -0.53
O -1.689 0.585 0.441 -0.188 -0.147 0.054 0.01
N -3.912 0.297 0.485 0.239 -0.324 0.114 0.01
C -5.154 -0.452 0.583 -0.084 0.555 -0.172 -0.07
H -1.393 -1.885 0.753 -0.016 0.154 0.002 0.08
H -2.903 -1.981 1.670 -0.118 -0.108 -0.116 0.08
H -2.909 -2.205 -0.103 -0.131 -0.074 0.146 0.09
H -3.961 1.295 0.359 0.001 -0.005 -0.035 0.14
H -5.732 -0.292 -0.331 0.086 -0.231 0.350 0.05
H -5.723 -0.068 1.435 -0.085 -0.201 0.034 0.08
H -4.978 -1.515 0.716 0.039 0.056 -0.004 0.05
C 1.588 3.657 -3.967 -0.062 0.162 -0.291 0.00
C 1.079 4.454 -5.139 -0.141 -0.180 -0.145 -0.55
O 0.370 3.964 -6.006 0.039 0.080 0.036 0.02
N 1.435 5.767 -5.218 0.028 -0.145 0.147 -0.01
C 2.260 6.530 -4.303 -0.229 0.180 -0.449 -0.08
H 1.227 2.639 -4.040 -0.005 0.071 -0.041 0.07
H 2.680 3.638 -3.971 -0.011 0.019 0.168 0.10
H 1.223 4.087 -3.032 0.154 -0.024 0.057 0.09
H 1.059 6.236 -6.026 0.019 0.011 0.009 0.13
H 1.676 7.369 -3.917 0.166 0.029 0.174 0.08
H 3.121 6.922 -4.848 0.108 0.044 0.216 0.08
H 2.608 5.923 -3.472 -0.050 -0.047 -0.068 0.08
C -3.738 -5.362 2.036 0.050 0.026 0.069 -0.01
C -4.650 -4.996 0.894 -0.170 0.273 -0.128 -0.55
O -5.198 -3.906 0.826 0.001 -0.054 0.079 0.02
N -4.852 -5.922 -0.079 0.133 0.002 0.307 0.00
C -4.298 -7.258 -0.180 -0.315 0.208 -0.374 -0.08
H -3.678 -4.523 2.725 -0.067 0.021 -0.107 0.08
H -4.132 -6.225 2.574 0.142 -0.064 -0.032 0.08
H -2.735 -5.577 1.666 -0.017 -0.123 0.082 0.09
H -5.472 -5.606 -0.808 0.034 0.000 -0.027 0.14
H -3.730 -7.335 -1.109 0.100 -0.190 0.097 0.08
H -5.119 -7.979 -0.209 0.157 -0.163 0.049 0.08
H -3.648 -7.490 0.657 -0.031 0.083 -0.006 0.07
C -8.548 1.128 -2.351 0.014 0.103 0.000 -0.01
C -8.122 -0.289 -2.072 0.321 -0.226 0.045 -0.54
O -6.952 -0.594 -1.902 -0.274 0.093 -0.300 0.02
N -9.088 -1.244 -2.012 -0.025 0.303 -0.061 0.01
C -10.519 -1.090 -2.184 0.252 -0.470 0.108 -0.08
H -7.668 1.767 -2.367 0.028 -0.132 0.017 0.09
H -9.040 1.192 -3.323 -0.114 0.067 0.082 0.08
H -9.220 1.483 -1.567 -0.098 0.030 -0.121 0.08
H -8.726 -2.166 -1.821 -0.007 0.005 0.017 0.14
H -11.021 -1.427 -1.275 -0.193 0.111 -0.080 0.08
H -10.843 -1.717 -3.017 -0.202 0.125 0.000 0.08
H -10.793 -0.059 -2.384 0.084 -0.016 0.010 0.07